Record 1
DFT (ωB97M-V/def2-TZVPD) results for an isolated ion of composition C6H9N2OS and charge +1.

Each line ends with the Löwdin charge.
Cartesian coordinates (Å):
C  -0.610  -0.746  -1.775  -0.120
C  -1.775  -1.276  -1.743  -0.122
C  -0.206  0.470  -0.938  -0.306
C  -1.303  0.899  -0.288  -0.129
C  1.503  1.223  0.673  -0.082
C  1.421  -0.098  1.151  -0.111
N  1.189  0.904  -0.831  0.092
N  0.482  -0.441  1.893  0.240
O  -1.873  -1.144  0.941  -0.587
S  -2.621  -0.525  -0.170  1.037
H  0.282  -0.987  -2.364  0.120
H  -2.397  -1.876  -2.299  0.061
H  0.866  2.028  0.996  0.134
H  2.568  1.414  0.634  0.142
H  2.051  -0.754  0.622  0.157
H  1.897  0.367  -1.207  0.086
H  -1.156  1.649  0.423  0.057
H  -0.271  0.213  2.185  0.161
H  -0.048  -1.320  2.095  0.172

Output
HOMO energy: -12.82 eV
E_LUMO: -4.3 eV
charge: +1


Record 2
DFT (ωB97M-V/def2-TZVPD) results for a 2-piece molecular cluster, C3H7N2O overall.

Each line ends with the Löwdin charge.
Cartesian coordinates (Å):
C  0.570  -0.079  -1.932  -0.021
C  -0.739  -0.210  -1.595  -0.014
N  -0.739  -0.590  -0.250  0.106
C  0.498  -0.538  0.232  -0.079
N  1.300  -0.176  -0.756  0.121
H  0.977  0.193  -2.899  0.140
H  -1.678  -0.049  -2.146  0.149
H  -1.649  -0.887  0.206  0.218
H  0.779  -0.828  1.220  0.152
H  2.294  0.003  -0.605  0.194
H  -0.333  1.725  3.113  0.031
H  -0.655  0.311  2.955  0.035
O  -0.625  1.124  2.459  -0.031

Output
HOMO energy: -14.66 eV
E_LUMO: -3.2 eV
charge: +1


Record 3
DFT (ωB97M-V/def2-TZVPD) results for C25H34N4O7PdSi2Te as an isolated structure.

Each line ends with the Löwdin charge.
Cartesian coordinates (Å):
Pd  -0.365  1.245  0.382  0.293
O  -0.072  -3.004  -1.671  -0.037
C  -0.291  -2.478  -0.563  -0.658
O  -0.949  -1.442  -0.323  -0.081
C  0.344  -3.153  0.659  -0.041
C  0.223  -4.501  0.791  0.045
C  0.658  -5.160  1.967  -0.174
C  1.239  -4.447  2.993  0.049
C  1.428  -3.084  2.852  -0.075
C  0.991  -2.332  1.680  -0.297
O  1.106  -1.092  1.505  -0.201
N  2.139  -2.452  3.944  -0.365
O  2.827  -1.466  3.716  0.027
O  2.092  -2.989  5.055  0.004
N  0.514  -6.577  2.104  -0.380
O  0.866  -7.116  3.154  0.001
O  0.035  -7.210  1.167  0.017
H  -0.224  -5.064  -0.015  0.120
H  1.574  -4.945  3.892  0.120
N  -1.986  2.490  -0.388  0.060
C  -1.674  1.650  -1.177  -0.362
C  -1.828  1.181  -2.550  -0.217
C  -2.292  2.084  -3.509  -0.077
C  -2.407  1.693  -4.833  -0.123
C  -2.070  0.394  -5.201  -0.112
C  -1.622  -0.503  -4.243  -0.065
C  -1.490  -0.117  -2.916  -0.001
H  -2.557  3.088  -3.199  0.106
H  -2.765  2.397  -5.576  0.088
H  -2.163  0.084  -6.235  0.087
H  -1.370  -1.520  -4.514  0.104
H  -1.169  -0.819  -2.152  0.076
C  0.472  4.439  -3.966  -0.099
C  0.590  4.410  -2.444  -0.233
C  1.135  3.146  -1.957  -0.239
N  1.427  2.140  -1.486  0.167
H  0.020  5.377  -4.289  0.069
H  -0.147  3.614  -4.315  0.057
H  1.453  4.348  -4.432  0.073
H  -0.389  4.528  -1.970  0.103
H  1.228  5.221  -2.081  0.107
C  -2.631  0.150  5.565  -0.200
Si  -1.898  0.494  3.850  0.400
C  -2.435  -0.855  2.691  -0.170
C  -2.569  2.164  3.313  -0.199
C  -0.036  0.457  4.074  -0.542
Te  1.139  1.361  2.530  1.351
C  0.882  3.329  3.441  -0.568
Si  1.293  4.679  2.230  0.364
C  1.725  6.289  3.124  -0.201
C  -0.191  4.971  1.121  -0.195
C  2.779  4.233  1.174  -0.207
H  -3.721  0.140  5.525  0.015
H  -2.327  0.914  6.283  0.016
H  -2.302  -0.817  5.948  0.021
H  -3.474  -0.712  2.383  0.031
H  -2.352  -1.832  3.169  0.034
H  -1.825  -0.885  1.780  0.004
H  -3.659  2.112  3.275  0.025
H  -2.210  2.422  2.312  -0.011
H  -2.295  2.963  4.006  0.014
H  0.275  -0.588  4.098  -0.009
H  0.284  0.919  5.010  0.010
H  1.527  3.337  4.320  -0.002
H  -0.155  3.425  3.762  -0.017
H  0.907  6.625  3.762  0.017
H  1.945  7.084  2.410  0.015
H  2.605  6.153  3.754  0.017
H  -1.055  5.307  1.697  0.030
H  -0.467  4.028  0.639  -0.032
H  0.012  5.717  0.348  0.016
H  3.639  3.982  1.798  0.027
H  3.064  5.061  0.520  0.022
H  2.569  3.362  0.546  -0.013

Output
HOMO energy: -2.02 eV
E_LUMO: 4.0 eV
charge: -2


Record 4
DFT (ωB97M-V/def2-TZVPD) results for C5H9BiClI2O2P as an isolated structure.

Each line ends with the Löwdin charge.
Cartesian coordinates (Å):
I  -1.086  -2.321  -0.186  0.700
I  -1.092  2.321  -0.174  0.694
Bi  1.042  -0.010  0.238  0.900
P  0.322  0.000  -2.442  0.507
C  -1.355  -0.012  -3.146  -0.278
C  1.092  1.429  -3.264  -0.259
H  2.113  -1.552  -2.817  0.039
H  1.234  -1.248  -4.346  0.079
H  0.542  -2.341  -3.103  0.043
C  1.115  -1.419  -3.271  -0.253
H  2.099  1.576  -2.822  0.044
H  1.203  1.266  -4.348  0.083
H  -1.264  -0.012  -4.254  0.092
H  -1.929  0.885  -2.831  0.034
H  0.510  2.348  -3.084  0.043
H  -1.915  -0.916  -2.830  0.031
C  -2.403  -0.008  0.000  -0.544
O  -3.548  -0.004  0.096  0.096
Cl  3.485  0.012  -0.583  -0.089
O  -0.275  0.004  4.169  0.121
C  0.111  0.001  3.102  -0.081

Output
HOMO energy (spin up / spin down): -17.44 / -17.44 eV
E_LUMO (spin up / spin down): -12.0 / -12.1 eV
charge: +2


Record 5
DFT (ωB97M-V/def2-TZVPD) results for C7H13N in the gas phase.

Each line ends with the Löwdin charge.
Cartesian coordinates (Å):
C  1.591  0.853  -0.771  -0.265
C  1.445  0.191  0.649  -0.167
C  0.168  -0.577  0.613  -0.411
C  0.154  -1.882  0.479  0.044
C  -1.068  0.135  0.453  -0.229
C  -2.154  -0.284  -0.540  -0.136
C  -3.342  -0.740  -0.081  0.012
N  2.856  1.591  -0.979  -0.031
H  1.530  0.177  -1.632  0.100
H  0.600  1.503  -0.969  0.146
H  1.480  1.041  1.388  0.129
H  2.250  -0.411  1.011  0.093
H  1.110  -2.465  0.544  0.079
H  -0.806  -2.496  0.487  0.093
H  -1.615  0.084  1.430  0.126
H  -0.903  1.243  0.624  0.132
H  -1.972  -0.101  -1.580  0.090
H  -3.649  -0.635  0.854  -0.001
H  -4.219  -0.848  -0.785  0.077
H  3.695  1.107  -0.582  0.084
H  2.851  2.513  -0.614  0.035

Output
HOMO energy: -8.84 eV
E_LUMO: 1.1 eV
charge: 0
SMILES string: C=CCC(=C)CCN


Record 6
DFT (ωB97M-V/def2-TZVPD) results for C2H3BrS in the gas phase.

Each line ends with the Löwdin charge.
Cartesian coordinates (Å):
C  0.234  -0.597  0.258  -0.978
C  -0.207  0.671  -0.276  -0.217
S  -1.097  -1.724  1.562  0.212
Br  1.874  -1.289  -0.144  0.770
H  -0.222  0.745  -1.343  0.092
H  0.565  1.429  -0.010  0.119
H  -1.147  0.766  -0.047  0.002

Output
HOMO energy (spin up / spin down): -8.66 / -8.60 eV
E_LUMO (spin up / spin down): -1.5 / -1.7 eV
charge: 0
SMILES string: CC(=S)Br


In order of appearance, energy above the lowest of the compared OMol25 structures with the same formula, charge and spin = 88.9, 9.0, 9.1, 6.5, 65.4, 71.6 kcal/mol.